(1)
The following is a quantum chemistry calculation of a structure of composition C29H35F3N4O2P2Ru at a distorted geometry, from the Open Molecules 2025 dataset.

Output
Charge = +2
Frontier orbital gap (alpha / beta) = 0.2194 / 0.1013 hartree
E_LUMO (alpha / beta) = -0.2225 / -0.3406 Ha
Spin multiplicity = 5
HOMO (alpha / beta) = -12.026 / -12.026 eV

Each line ends with the Mulliken charge.
Geometry (Å):
Ru  0.2201  -0.0373  5.0844  0.407
C  -1.1140  1.7830  4.6252  -0.335
C  -1.4205  0.6417  3.8636  -0.559
C  -1.0326  0.4775  2.4136  -0.881
C  0.3604  -0.1230  2.1358  -0.318
C  1.3113  -0.1074  3.3028  -0.755
C  1.6285  1.0635  4.0429  0.150
C  1.1632  2.4539  3.6556  -0.987
C  -0.2118  2.8920  4.2002  -0.827
C  1.3873  -1.4732  5.8898  -1.006
H  -1.7828  2.0649  5.4409  0.628
H  -2.2935  0.0731  4.1900  0.792
H  -1.1277  1.4293  1.8638  0.227
H  -1.7736  -0.2042  1.9579  0.419
H  0.2407  -1.1852  1.8574  0.499
H  0.7652  0.3765  1.2351  0.109
H  2.0279  -0.9287  3.3322  0.678
H  2.5585  1.0592  4.6131  0.523
H  1.1864  2.5988  2.5588  0.305
H  1.8955  3.1551  4.0939  0.397
H  -0.0496  3.5107  5.1001  0.501
H  -0.6470  3.5911  3.4564  0.351
H  1.2801  -1.4971  6.9799  0.315
H  2.4427  -1.2890  5.6712  0.328
H  1.1416  -2.4756  5.5234  0.374
P  1.4207  -1.1713  -2.9593  -0.075
P  -1.6722  -0.7702  -2.6216  -0.149
N  2.8469  -0.1732  -3.0288  0.388
N  2.1102  -2.4819  -4.0831  0.313
N  -1.8597  0.9796  -2.4708  0.392
N  -3.3331  -1.0878  -3.1558  0.263
C  0.5350  -0.2891  -4.3246  -0.685
C  -0.9587  -0.6621  -4.3359  -0.994
C  3.3229  0.4132  -1.8484  -0.320
C  4.3848  1.2432  -2.1628  -0.622
C  4.5882  1.1629  -3.5811  -0.628
C  3.6268  0.3004  -4.0905  -0.146
C  2.2843  -3.7850  -3.6123  -0.460
C  2.7992  -4.5804  -4.6340  -0.622
C  2.9470  -3.7440  -5.7866  -0.756
C  2.5139  -2.4681  -5.4208  -0.102
C  -1.6728  1.5951  -1.2339  -0.203
C  -1.8135  2.9622  -1.3763  -0.266
C  -2.0942  3.2225  -2.7572  -1.208
C  -2.1053  1.9881  -3.4085  -0.061
C  -4.2251  -0.3892  -3.9825  0.181
C  -5.3310  -1.1992  -4.2256  -0.591
C  -5.0974  -2.4548  -3.5638  -0.536
C  -3.8667  -2.3682  -2.9353  -0.136
H  0.9847  -0.6434  -5.2641  0.393
H  0.6728  0.8087  -4.2450  0.527
H  -1.5132  0.0829  -4.9284  0.404
H  -1.1158  -1.6708  -4.7663  0.527
H  2.8383  0.1764  -0.9107  0.322
H  4.9475  1.8441  -1.4647  0.413
H  5.3544  1.6777  -4.1528  0.436
H  3.4408  -0.0258  -5.1067  0.248
H  2.0362  -4.0261  -2.5873  0.391
H  3.0511  -5.6278  -4.5717  0.417
H  3.3342  -4.0210  -6.7598  0.437
H  2.4759  -1.5704  -6.0238  0.320
H  -1.4741  0.9781  -0.3637  0.029
H  -1.7303  3.7011  -0.5936  0.472
H  -2.2811  4.1769  -3.2240  0.469
H  -2.2837  1.7657  -4.4476  0.436
H  -4.0095  0.6098  -4.3289  0.386
H  -6.2068  -0.9287  -4.7982  0.466
H  -5.7590  -3.3031  -3.5488  0.462
H  -3.2981  -3.0864  -2.3615  0.438
F  -2.0188  0.0332  9.6021  -0.221
C  -1.1559  0.8998  9.0246  0.727
F  -1.7671  2.1160  8.9295  -0.241
F  -0.0769  1.0388  9.8330  -0.220
C  -0.7598  0.4035  7.5683  0.854
O  -1.4840  -0.4209  6.9570  -0.581
O  0.2914  0.9196  7.0444  -0.621

=====

(2)
The following is a quantum chemistry calculation of an isolated molecule of C5H9NO at a distorted geometry, from the Open Molecules 2025 dataset.

Output
Frontier orbital gap = 0.3811 hartree
SMILES = C=NC1(O)CCC1
E_LUMO = 0.0331 Ha
Spin multiplicity = 1
HOMO = -9.469 eV

Each line ends with the Mulliken charge.
Geometry (Å):
C  1.6335  -1.6037  -1.2460  -0.335
N  0.6457  -0.8581  -1.0462  -0.530
C  0.2076  -0.3495  0.2770  1.481
O  0.9173  -0.8591  1.3430  -0.588
C  -1.3009  -0.3092  0.3519  -1.087
C  -1.3248  1.1621  -0.0510  -0.423
C  0.1855  1.2422  0.2098  -1.227
H  1.8262  -1.9851  -2.2275  0.269
H  2.1994  -2.1363  -0.4875  0.218
H  0.3355  -0.9353  2.1161  0.338
H  -1.5472  -0.5519  1.5165  0.245
H  -1.8098  -1.1433  -0.1856  0.344
H  -1.5097  1.2143  -1.1914  0.184
H  -1.8983  1.8416  0.5055  0.397
H  0.7476  1.5542  -0.5762  0.420
H  0.6074  1.5773  1.1439  0.294

=====

(3)
The following is a quantum chemistry calculation of a cluster of 2 separate species, CF2N in total at a distorted geometry, from the Open Molecules 2025 dataset.

Output
Charge = +1
Frontier orbital gap (alpha / beta) = 0.3060 / 0.4476 hartree
E_LUMO (alpha / beta) = -0.3166 / -0.3196 Ha
Spin multiplicity = 3
HOMO (alpha / beta) = -16.942 / -20.878 eV

Each line ends with the Mulliken charge.
Geometry (Å):
C  -0.1890  0.2070  0.8984  0.577
N  -0.3212  -0.3761  -1.0804  0.168
F  0.1432  -0.1779  1.9776  0.173
F  0.3671  0.3470  -1.7956  0.082

=====

(4)
The following is a quantum chemistry calculation of an isolated molecule of C6H13N at a distorted geometry, from the Open Molecules 2025 dataset.

Output
Frontier orbital gap = 0.3481 hartree
SMILES = CCCC/C=C/N
E_LUMO = 0.0420 Ha
Spin multiplicity = 1
HOMO = -8.329 eV

Each line ends with the Mulliken charge.
Geometry (Å):
C  -0.3570  2.8917  0.6857  -1.187
C  0.8912  2.0385  0.7555  -0.339
C  0.7893  0.8532  -0.2274  -0.572
C  -0.0770  -0.3141  0.2542  -0.365
C  -0.2379  -1.4075  -0.7617  -0.583
C  -0.0938  -2.6987  -0.4521  -0.102
N  -0.5873  -3.7522  -1.2757  -0.612
H  -0.5063  3.6611  1.4485  0.369
H  -1.2295  2.2714  0.9166  0.282
H  -0.4539  3.3956  -0.2746  0.295
H  0.9109  1.5812  1.7464  0.244
H  1.8205  2.5810  0.6043  0.315
H  0.3038  1.2360  -1.1425  0.270
H  1.7839  0.6123  -0.6089  0.352
H  -1.0642  0.0653  0.5102  0.197
H  0.3798  -0.6337  1.1883  0.366
H  -0.7967  -1.1301  -1.6547  0.223
H  0.5775  -2.9401  0.3688  0.305
H  -0.4569  -4.6345  -0.7871  0.276
H  -1.5965  -3.6764  -1.2939  0.266

=====

| no. | DFT total energy (eV) |
| --- | --- |
| 1 | -69987.425 |
| 2 | -8866.293 |
| 3 | -7944.160 |
| 4 | -7922.044 |